Arrangement i

C62H160N12O19 | ωB97M-V/def2-TZVPD

Each line ends with the Löwdin charge.
Positions of all 253 atoms, in Å:
C  -0.20  6.20  -4.79  -0.063
O  -1.50  6.15  -4.13  -0.201
C  -1.57  5.78  -2.77  -0.191
C  -0.88  4.46  -2.26  -0.432
C  -1.21  3.16  -3.01  -0.030
N  -1.20  4.36  -0.86  0.052
H  -0.16  6.91  -5.62  0.084
H  -0.02  5.21  -5.21  0.054
H  0.60  6.36  -4.06  0.073
H  -1.30  6.62  -2.13  0.111
H  -2.65  5.79  -2.62  0.121
H  0.18  4.66  -2.40  0.106
H  -0.68  2.33  -2.54  0.064
H  -0.98  3.27  -4.07  0.036
H  -2.29  3.01  -3.09  0.083
H  -0.83  5.18  -0.39  0.045
H  -0.71  3.57  -0.45  0.013
C  -4.10  0.35  -1.37  -0.084
O  -5.19  -0.56  -1.19  -0.203
C  -4.88  -1.58  -0.25  -0.160
C  -6.21  -2.48  -0.10  -0.360
C  -7.37  -1.73  0.64  -0.055
N  -5.87  -3.73  0.60  0.037
H  -4.45  1.11  -2.07  0.092
H  -3.20  -0.14  -1.73  0.076
H  -3.73  0.90  -0.50  0.070
H  -3.99  -2.14  -0.52  0.105
H  -4.59  -1.17  0.71  0.106
H  -6.63  -2.64  -1.09  0.120
H  -7.11  -1.41  1.65  0.067
H  -8.22  -2.40  0.71  0.076
H  -7.59  -0.75  0.22  0.045
H  -6.72  -4.10  0.99  0.072
H  -5.38  -3.41  1.42  0.080
C  -8.20  2.17  -0.07  -0.065
O  -7.24  2.67  0.90  -0.180
C  -6.89  1.76  1.85  -0.228
C  -5.55  2.06  2.67  -0.392
C  -4.93  0.90  3.43  -0.078
N  -5.88  3.05  3.69  0.029
H  -7.84  1.33  -0.65  0.072
H  -8.51  3.00  -0.71  0.090
H  -9.04  1.79  0.51  0.084
H  -7.78  1.63  2.46  0.129
H  -6.67  0.80  1.39  0.082
H  -4.76  2.36  1.97  0.126
H  -5.64  0.42  4.10  0.082
H  -4.10  1.20  4.07  0.056
H  -4.56  0.13  2.76  0.058
H  -5.06  3.35  4.19  0.063
H  -6.26  3.89  3.27  0.071
C  -3.92  -6.90  -3.69  -0.126
O  -4.60  -6.18  -2.75  -0.218
C  -5.12  -6.75  -1.58  -0.167
C  -3.98  -6.83  -0.51  -0.419
C  -4.49  -7.39  0.85  -0.059
N  -3.43  -5.56  -0.17  0.039
H  -4.68  -7.50  -4.20  0.088
H  -3.15  -7.62  -3.41  0.088
H  -3.49  -6.16  -4.36  0.080
H  -6.00  -6.22  -1.22  0.120
H  -5.49  -7.74  -1.84  0.118
H  -3.11  -7.39  -0.87  0.131
H  -5.43  -6.98  1.23  0.071
H  -3.75  -7.37  1.64  0.067
H  -4.64  -8.45  0.63  0.068
H  -4.17  -5.06  0.31  0.026
H  -3.23  -5.09  -1.04  0.051
C  -0.82  -2.30  -0.41  -0.077
O  -0.64  -1.25  0.53  -0.193
C  -0.04  -0.04  0.11  -0.174
C  -0.01  1.15  1.10  -0.378
C  -1.39  1.53  1.62  -0.053
N  0.59  2.37  0.50  0.061
H  -1.38  -1.87  -1.23  0.071
H  -1.63  -2.98  -0.14  0.073
H  0.11  -2.80  -0.69  0.071
H  0.98  -0.29  -0.19  0.101
H  -0.58  0.28  -0.78  0.116
H  0.72  0.85  1.86  0.115
H  -1.88  0.66  2.05  0.062
H  -2.04  1.83  0.80  0.068
H  -1.28  2.21  2.47  0.068
H  1.46  2.20  0.03  0.038
H  0.66  3.13  1.17  0.055
C  2.52  2.68  -5.29  -0.117
O  3.13  2.55  -4.02  -0.198
C  2.72  1.39  -3.24  -0.166
C  3.46  1.18  -1.92  -0.170
N  3.30  2.26  -0.94  -0.047
C  3.78  3.62  -1.17  -0.175
C  5.28  3.72  -1.01  -0.181
O  5.87  3.11  0.16  -0.210
C  7.03  3.76  0.59  -0.121
H  2.76  1.85  -5.96  0.086
H  2.74  3.66  -5.72  0.086
H  1.43  2.69  -5.27  0.060
H  2.61  0.51  -3.87  0.111
H  1.69  1.64  -2.96  0.103
H  4.51  0.97  -2.14  0.120
H  3.14  0.22  -1.52  0.095
H  3.98  2.00  -0.24  0.087
H  3.32  4.17  -0.35  0.095
H  3.37  4.15  -2.03  0.108
H  5.55  4.78  -0.97  0.099
H  5.83  3.34  -1.87  0.127
H  7.47  3.13  1.37  0.079
H  6.87  4.78  0.93  0.091
H  7.78  3.86  -0.19  0.087
C  3.13  -1.65  1.00  -0.098
O  3.13  -1.96  -0.37  -0.215
C  3.24  -3.38  -0.57  -0.206
C  3.57  -3.61  -2.02  -0.214
N  2.79  -2.87  -2.97  -0.023
C  1.47  -3.49  -3.25  -0.184
C  0.65  -2.62  -4.24  -0.191
O  0.53  -1.25  -3.85  -0.201
C  0.07  -0.41  -4.89  -0.098
H  4.10  -1.87  1.46  0.085
H  2.33  -2.23  1.47  0.079
H  2.75  -0.64  1.12  0.081
H  2.26  -3.83  -0.42  0.086
H  4.01  -3.82  0.05  0.133
H  3.60  -4.68  -2.24  0.104
H  4.59  -3.24  -2.10  0.116
H  2.57  -1.98  -2.56  0.081
H  0.86  -3.74  -2.39  0.087
H  1.69  -4.45  -3.71  0.108
H  -0.36  -3.03  -4.30  0.106
H  1.21  -2.75  -5.17  0.119
H  0.07  0.63  -4.56  0.068
H  -0.91  -0.69  -5.28  0.078
H  0.78  -0.47  -5.72  0.088
C  -3.05  -6.06  5.39  -0.090
O  -2.22  -5.84  4.25  -0.201
C  -0.88  -5.54  4.61  -0.229
C  -0.16  -4.94  3.40  -0.196
N  0.17  -6.01  2.46  -0.060
C  0.39  -5.55  1.09  -0.216
C  1.22  -6.61  0.38  -0.195
O  1.44  -6.14  -0.98  -0.218
C  2.20  -7.03  -1.81  -0.102
H  -2.50  -6.75  6.04  0.082
H  -3.98  -6.53  5.07  0.089
H  -3.14  -5.12  5.93  0.086
H  -0.36  -6.36  5.11  0.123
H  -0.82  -4.78  5.39  0.103
H  0.79  -4.46  3.63  0.111
H  -0.79  -4.25  2.84  0.120
H  -0.71  -6.50  2.39  0.097
H  0.97  -4.63  1.12  0.095
H  -0.52  -5.22  0.58  0.105
H  0.69  -7.56  0.43  0.115
H  2.10  -6.83  0.98  0.121
H  3.25  -6.93  -1.55  0.081
H  2.03  -6.62  -2.80  0.075
H  1.92  -8.09  -1.74  0.086
C  -3.39  -3.26  -3.53  -0.114
O  -3.73  -1.90  -3.70  -0.219
C  -5.12  -1.57  -4.00  -0.153
C  -5.40  -1.74  -5.54  -0.179
N  -5.16  -0.52  -6.33  -0.078
C  -3.77  -0.06  -6.23  -0.210
C  -3.59  1.35  -6.80  -0.235
O  -2.37  1.82  -6.29  -0.187
C  -2.11  3.26  -6.47  -0.074
H  -2.39  -3.33  -3.10  0.073
H  -3.32  -3.93  -4.38  0.075
H  -4.08  -3.65  -2.78  0.073
H  -5.37  -0.55  -3.73  0.109
H  -5.71  -2.25  -3.39  0.104
H  -6.47  -1.90  -5.69  0.111
H  -4.77  -2.52  -5.96  0.113
H  -5.83  0.17  -6.05  0.097
H  -3.08  -0.72  -6.75  0.124
H  -3.48  0.02  -5.18  0.102
H  -4.48  1.92  -6.53  0.115
H  -3.65  1.36  -7.89  0.119
H  -1.05  3.32  -6.22  0.054
H  -2.56  3.98  -5.79  0.081
H  -2.20  3.62  -7.50  0.088
C  3.46  -4.72  6.22  -0.095
O  3.43  -3.53  5.39  -0.186
C  2.32  -2.69  5.72  -0.210
C  2.34  -1.47  4.82  -0.199
N  1.23  -0.53  4.88  -0.050
C  -0.10  -0.94  4.51  -0.172
C  -1.08  0.20  4.95  -0.174
O  -0.83  0.52  6.35  -0.212
C  -1.79  1.38  6.88  -0.128
H  4.38  -5.27  6.05  0.081
H  2.71  -5.45  5.93  0.075
H  3.41  -4.57  7.30  0.085
H  2.35  -2.24  6.71  0.127
H  1.46  -3.35  5.63  0.096
H  2.61  -1.58  3.77  0.102
H  3.22  -0.88  5.09  0.105
H  1.22  -0.04  5.76  0.104
H  -0.46  -1.80  5.07  0.105
H  -0.18  -1.06  3.43  0.107
H  -2.10  -0.16  4.82  0.109
H  -0.91  1.14  4.41  0.097
H  -1.69  1.32  7.96  0.092
H  -2.83  1.18  6.61  0.079
H  -1.54  2.35  6.46  0.087
C  2.65  3.00  3.64  -0.120
O  3.58  1.94  3.49  -0.201
C  4.97  2.39  3.20  -0.155
C  5.76  1.14  2.79  -0.180
N  5.68  0.07  3.81  -0.055
C  6.41  -1.19  3.77  -0.201
C  7.86  -1.03  4.10  -0.285
O  7.99  -0.49  5.37  -0.153
C  9.41  -0.19  5.54  -0.096
H  1.72  2.43  3.71  0.077
H  2.61  3.60  2.72  0.052
H  2.78  3.74  4.43  0.089
H  5.45  2.81  4.09  0.122
H  4.94  3.15  2.42  0.096
H  6.82  1.37  2.67  0.101
H  5.38  0.72  1.86  0.104
H  4.71  -0.03  4.05  0.066
H  6.23  -1.75  2.85  0.105
H  5.90  -1.74  4.56  0.118
H  8.30  -0.45  3.29  0.115
H  8.36  -2.00  4.12  0.123
H  9.61  0.37  6.45  0.082
H  9.91  0.38  4.75  0.080
H  9.97  -1.12  5.61  0.080
C  0.46  5.83  2.43  -0.082
O  0.69  6.13  1.05  -0.186
C  2.00  6.55  0.84  -0.251
C  2.25  6.70  -0.64  -0.206
N  3.66  7.04  -0.94  -0.043
C  4.02  7.30  -2.34  -0.211
C  5.38  7.88  -2.36  -0.229
O  5.64  9.23  -1.90  -0.198
C  5.46  10.26  -2.89  -0.093
H  0.87  6.61  3.08  0.093
H  0.75  4.83  2.77  0.057
H  -0.62  5.83  2.55  0.092
H  2.76  5.87  1.23  0.114
H  2.21  7.52  1.30  0.126
H  1.61  7.50  -1.02  0.119
H  1.94  5.80  -1.17  0.095
H  4.01  7.74  -0.30  0.111
H  3.33  7.94  -2.89  0.109
H  3.89  6.40  -2.92  0.116
H  5.87  7.78  -3.34  0.121
H  6.07  7.27  -1.77  0.117
H  6.31  10.29  -3.56  0.081
H  5.35  11.20  -2.35  0.088
H  4.59  9.99  -3.49  0.079

Its SMILES is COC[C@H](C)N.COC[C@H](C)N.COC[C@H](C)N.COC[C@H](C)N.COC[C@H](C)N.COCCNCCOC.COCCNCCOC.COCCNCCOC.COCCNCCOC.COCCNCCOC.COCCNCCOC.COCCNCCOC. The HOMO energy comes out at -8.004 eV. The gap between HOMO and LUMO comes out at 8.5 eV. The LUMO energy comes out at 0.54 eV.

Arrangement ii

C62H160N12O19 | ωB97M-V/def2-TZVPD

Each line ends with the Löwdin charge.
Positions of all 253 atoms, in Å:
C  1.18  -3.95  -1.69  -0.096
O  0.50  -4.48  -2.81  -0.192
C  -0.85  -4.05  -2.91  -0.165
C  -1.76  -4.59  -1.75  -0.427
C  -1.78  -6.10  -1.83  -0.048
N  -3.10  -3.99  -1.71  0.068
H  0.97  -2.90  -1.59  0.074
H  2.20  -4.12  -1.85  0.068
H  0.94  -4.48  -0.78  0.068
H  -0.92  -2.96  -2.87  0.111
H  -1.14  -4.46  -3.84  0.117
H  -1.23  -4.36  -0.87  0.072
H  -2.19  -6.44  -0.88  0.050
H  -0.75  -6.39  -2.03  0.085
H  -2.48  -6.42  -2.61  0.096
H  -3.11  -3.00  -1.50  0.050
H  -3.73  -4.44  -1.04  0.076
C  -1.66  -8.45  0.63  -0.112
O  -2.33  -7.36  1.24  -0.202
C  -1.38  -6.46  1.95  -0.172
C  -2.14  -5.44  2.64  -0.484
C  -1.27  -4.44  3.35  -0.053
N  -3.19  -5.85  3.58  0.062
H  -1.17  -8.15  -0.33  0.077
H  -2.45  -9.11  0.31  0.086
H  -0.90  -8.85  1.31  0.077
H  -0.86  -7.06  2.69  0.124
H  -0.68  -5.88  1.28  0.138
H  -2.75  -4.93  1.86  0.139
H  -1.86  -3.74  3.92  0.068
H  -0.57  -3.95  2.71  0.051
H  -0.80  -4.99  4.17  0.077
H  -3.74  -6.58  3.13  0.078
H  -2.84  -6.20  4.44  0.058
C  -0.54  3.61  3.91  -0.095
O  0.15  2.65  4.72  -0.167
C  0.15  1.36  4.17  -0.221
C  0.62  0.36  5.17  -0.462
C  2.08  0.55  5.35  -0.064
N  0.40  -1.00  4.67  0.073
H  -1.26  3.18  3.24  0.070
H  0.13  4.11  3.14  0.092
H  -0.91  4.45  4.50  0.085
H  -0.88  1.13  4.02  0.090
H  0.69  1.30  3.23  0.114
H  0.18  0.46  6.15  0.138
H  2.63  0.43  4.40  0.079
H  2.52  -0.19  6.03  0.083
H  2.28  1.50  5.82  0.084
H  -0.55  -1.17  4.41  0.043
H  0.74  -1.66  5.39  0.071
C  3.13  -3.89  -4.95  -0.113
O  3.54  -2.56  -4.88  -0.212
C  3.48  -2.04  -3.56  -0.165
C  3.63  -0.46  -3.64  -0.408
C  4.94  -0.04  -4.09  -0.068
N  3.19  0.11  -2.37  0.081
H  2.06  -4.05  -4.60  0.097
H  3.82  -4.51  -4.37  0.094
H  3.17  -4.12  -5.99  0.077
H  2.52  -2.37  -3.09  0.096
H  4.26  -2.41  -2.93  0.097
H  2.86  -0.20  -4.38  0.096
H  4.96  0.92  -4.69  0.082
H  5.41  -0.84  -4.71  0.088
H  5.70  0.14  -3.25  0.093
H  3.62  -0.35  -1.56  0.051
H  3.46  1.02  -2.30  0.019
C  -2.98  5.42  -6.55  -0.130
O  -1.69  5.87  -6.23  -0.174
C  -0.94  4.73  -5.91  -0.254
C  -1.02  4.15  -4.50  -0.400
C  -0.60  5.12  -3.39  -0.035
N  -0.07  3.02  -4.60  0.084
H  -3.24  4.59  -5.85  0.075
H  -3.11  5.16  -7.66  0.111
H  -3.71  6.22  -6.29  0.090
H  -1.06  3.99  -6.71  0.123
H  0.10  5.03  -6.09  0.121
H  -2.09  3.81  -4.36  0.119
H  0.45  5.30  -3.43  0.051
H  -0.87  4.75  -2.40  0.058
H  -1.17  6.10  -3.55  0.117
H  0.13  2.80  -3.67  0.027
H  -0.42  2.24  -5.11  0.054
C  -7.16  1.18  3.26  -0.142
O  -6.48  0.18  2.58  -0.233
C  -5.67  0.66  1.49  -0.205
C  -4.74  -0.45  1.04  -0.178
N  -4.00  0.06  -0.16  -0.031
C  -4.84  -0.05  -1.40  -0.187
C  -3.98  0.23  -2.65  -0.286
O  -4.68  -0.07  -3.78  -0.143
C  -3.92  0.26  -4.88  -0.114
H  -7.84  0.61  3.95  0.109
H  -7.70  1.82  2.56  0.079
H  -6.49  1.89  3.82  0.089
H  -5.17  1.55  1.78  0.097
H  -6.38  0.97  0.70  0.118
H  -5.29  -1.36  0.80  0.125
H  -4.03  -0.57  1.87  0.094
H  -3.12  -0.53  -0.23  0.084
H  -5.70  0.67  -1.48  0.123
H  -5.36  -1.01  -1.55  0.115
H  -3.03  -0.35  -2.58  0.117
H  -3.70  1.27  -2.56  0.100
H  -3.62  1.31  -5.00  0.090
H  -4.47  0.01  -5.76  0.084
H  -3.02  -0.33  -4.84  0.079
C  0.44  -1.24  -4.91  -0.050
O  0.65  0.00  -5.63  -0.192
C  1.55  -0.18  -6.69  -0.259
C  1.90  1.15  -7.24  -0.187
N  2.62  1.96  -6.23  -0.051
C  2.94  3.28  -6.62  -0.229
C  3.57  4.06  -5.44  -0.236
O  3.98  5.30  -5.89  -0.182
C  4.20  6.18  -4.87  -0.149
H  1.33  -1.82  -5.08  0.062
H  -0.38  -1.72  -5.35  0.079
H  0.29  -0.96  -3.91  0.066
H  1.17  -0.79  -7.49  0.120
H  2.51  -0.65  -6.29  0.132
H  1.02  1.72  -7.56  0.118
H  2.48  0.92  -8.14  0.120
H  1.97  2.04  -5.44  0.082
H  2.14  3.88  -6.99  0.099
H  3.64  3.20  -7.43  0.120
H  4.40  3.49  -5.02  0.116
H  2.83  4.19  -4.59  0.116
H  3.22  6.24  -4.33  0.091
H  4.63  7.10  -5.25  0.089
H  4.97  5.76  -4.14  0.098
C  -3.86  6.18  8.10  -0.132
O  -3.30  4.90  8.01  -0.200
C  -3.87  4.06  7.02  -0.222
C  -3.20  2.71  7.05  -0.212
N  -3.93  1.87  6.16  -0.061
C  -3.30  0.64  5.70  -0.179
C  -3.69  0.32  4.26  -0.212
O  -3.26  -0.97  3.82  -0.254
C  -4.20  -2.04  4.04  -0.089
H  -3.40  6.96  7.44  0.093
H  -3.81  6.48  9.16  0.089
H  -4.92  6.16  7.78  0.083
H  -3.76  4.52  6.04  0.126
H  -4.92  3.92  7.31  0.122
H  -3.22  2.23  8.06  0.135
H  -2.16  2.82  6.73  0.120
H  -4.84  1.73  6.43  0.084
H  -3.57  -0.18  6.38  0.123
H  -2.22  0.65  5.77  0.091
H  -3.39  1.17  3.58  0.135
H  -4.79  0.24  4.22  0.089
H  -5.22  -1.62  3.94  0.082
H  -4.11  -2.45  5.11  0.109
H  -4.04  -2.88  3.32  0.082
C  8.40  -1.14  -0.76  -0.101
O  7.33  -1.59  0.06  -0.218
C  6.60  -2.62  -0.54  -0.230
C  5.30  -2.68  0.28  -0.220
N  4.71  -1.35  0.27  -0.064
C  3.54  -1.19  1.20  -0.164
C  3.31  0.29  1.31  -0.241
O  4.26  0.82  2.21  -0.176
C  4.04  2.19  2.44  -0.087
H  8.02  -0.63  -1.66  0.087
H  9.13  -1.89  -1.02  0.079
H  8.94  -0.36  -0.17  0.100
H  7.24  -3.57  -0.52  0.137
H  6.43  -2.40  -1.64  0.121
H  5.54  -2.93  1.33  0.113
H  4.64  -3.47  -0.12  0.112
H  5.50  -0.76  0.57  0.119
H  3.65  -1.78  2.13  0.116
H  2.66  -1.67  0.69  0.116
H  2.28  0.57  1.73  0.113
H  3.40  0.72  0.33  0.095
H  3.05  2.39  2.81  0.068
H  4.19  2.82  1.55  0.086
H  4.76  2.43  3.18  0.082
C  1.52  -9.39  2.91  -0.136
O  1.59  -8.10  2.42  -0.247
C  2.74  -7.83  1.61  -0.178
C  2.54  -6.33  1.20  -0.148
N  2.19  -5.42  2.37  -0.036
C  3.30  -5.03  3.26  -0.221
C  2.69  -4.31  4.35  -0.317
O  2.10  -5.22  5.20  -0.167
C  1.50  -4.47  6.20  -0.141
H  0.67  -9.44  3.57  0.084
H  2.42  -9.62  3.52  0.100
H  1.45  -10.07  2.02  0.103
H  2.92  -8.54  0.80  0.119
H  3.64  -7.91  2.24  0.112
H  1.71  -6.25  0.55  0.065
H  3.45  -5.88  0.71  0.122
H  1.56  -6.02  2.92  0.081
H  3.86  -4.29  2.64  0.112
H  3.97  -5.85  3.60  0.135
H  1.93  -3.67  3.90  0.120
H  3.46  -3.78  4.94  0.137
H  2.17  -3.66  6.62  0.105
H  1.34  -5.20  7.00  0.092
H  0.47  -4.13  5.89  0.088
C  -4.75  4.50  -2.64  -0.120
O  -4.05  4.98  -1.53  -0.208
C  -3.99  4.05  -0.47  -0.186
C  -3.23  4.79  0.71  -0.219
N  -1.94  5.16  0.32  -0.028
C  -1.43  6.28  1.13  -0.181
C  -0.10  6.80  0.69  -0.266
O  -0.27  7.36  -0.55  -0.163
C  0.92  7.94  -1.05  -0.094
H  -5.75  4.08  -2.35  0.101
H  -4.19  3.75  -3.18  0.055
H  -4.91  5.34  -3.35  0.098
H  -3.49  3.13  -0.80  0.109
H  -5.04  3.85  -0.26  0.115
H  -3.26  4.06  1.51  0.099
H  -3.84  5.63  1.04  0.120
H  -1.97  5.39  -0.64  0.070
H  -1.42  6.00  2.15  0.095
H  -2.12  7.09  1.17  0.113
H  0.61  5.99  0.63  0.087
H  0.36  7.46  1.48  0.146
H  0.65  8.66  -1.81  0.091
H  1.64  7.22  -1.35  0.066
H  1.42  8.58  -0.29  0.095
C  4.04  3.92  -1.22  -0.083
O  2.99  3.02  -0.91  -0.219
C  1.75  3.62  -0.63  -0.204
C  0.80  2.46  -0.29  -0.203
N  0.55  1.66  -1.49  -0.039
C  -0.64  0.77  -1.35  -0.170
C  -0.35  -0.31  -0.31  -0.196
O  -1.43  -1.27  -0.25  -0.254
C  -1.23  -2.16  0.87  -0.074
H  4.01  4.29  -2.30  0.092
H  4.96  3.44  -0.99  0.079
H  3.97  4.78  -0.57  0.073
H  1.33  4.19  -1.46  0.100
H  1.79  4.36  0.20  0.106
H  -0.17  2.83  0.06  0.107
H  1.23  1.89  0.53  0.076
H  1.48  1.15  -1.69  0.098
H  -0.91  0.29  -2.27  0.087
H  -1.48  1.36  -0.96  0.108
H  -0.24  0.17  0.65  0.104
H  0.53  -0.89  -0.49  0.099
H  -2.14  -2.71  0.97  0.061
H  -1.10  -1.49  1.80  0.119
H  -0.43  -2.87  0.59  0.079

Its SMILES is COC[C@H](C)N.COC[C@H](C)N.COC[C@H](C)N.COC[C@H](C)N.COC[C@H](C)N.COCCNCCOC.COCCNCCOC.COCCNCCOC.COCCNCCOC.COCCNCCOC.COCCNCCOC.COCCNCCOC. The HOMO energy comes out at -8.380 eV. The gap between HOMO and LUMO comes out at 8.9 eV. The LUMO energy comes out at 0.57 eV.

arrangement ii ends up most stable, edging out the next structure by 0.0594 hartree.